[1]
A single C6H9NO2 molecule at a distorted geometry. Source: the OMol25 dataset; level of theory: the ωB97M-V functional and the def2-TZVPD basis.

Values from the calculation:
Energy (a.u.): -439.1677
SMILES: O=C1[C@@H](O)[C@H]2CNC[C@H]12
Lowest unoccupied orbital energy (eV): 0.703
Spin multiplicity: 1
Orbital gap (Ha): 0.3492

The geometry in XYZ format:
```
18
C6H9NO2 (the ωB97M-V functional and the def2-TZVPD basis)
O -2.403 1.799 0.116
C -1.647 0.883 0.022
C -1.619 -0.722 0.405
O -1.926 -1.510 -0.691
C -0.091 -0.415 0.516
C 1.194 -1.064 0.118
N 2.054 0.115 -0.226
C 1.177 1.386 -0.294
C -0.184 0.767 -0.460
H -2.033 -1.069 1.397
H -2.831 -1.321 -0.976
H 0.069 -0.042 1.493
H 1.101 -1.753 -0.750
H 1.665 -1.630 0.943
H 2.882 0.236 0.395
H 1.444 1.986 -1.164
H 1.342 1.995 0.625
H -0.193 0.359 -1.470
```

Results of the natural (NBO) charge analysis, in e, for atoms 1 through 5: -0.49, 0.61, 0.03, -0.70, -0.24

---

[2]
A single C5H5Cl2N3O2 molecule at a distorted geometry. Source: the OMol25 dataset; level of theory: the ωB97M-V functional and the def2-TZVPD basis.

Values from the calculation:
Energy (a.u.): -1428.4659
SMILES: CC1=C([N+](=O)[O-])[C@H](Cl)N(Cl)C=N1
Lowest unoccupied orbital energy (eV): -0.842
Spin multiplicity: 1
Orbital gap (Ha): 0.3199

The geometry in XYZ format:
```
17
C5H5Cl2N3O2 (the ωB97M-V functional and the def2-TZVPD basis)
C -1.316 1.079 1.691
C -0.745 0.233 0.557
C 0.515 0.372 0.085
N 1.551 1.186 0.692
O 1.282 1.862 1.640
O 2.677 1.034 0.202
C 0.981 -0.486 -1.361
Cl 0.643 0.665 -2.608
N 0.130 -1.611 -1.350
Cl 0.632 -2.941 -2.462
C -1.135 -1.574 -0.825
N -1.567 -0.704 0.016
H -2.365 1.302 1.669
H -0.665 1.912 1.493
H -1.014 0.734 2.684
H 2.103 -0.576 -1.276
H -1.708 -2.487 -0.848
```

Results of the natural (NBO) charge analysis, in e, for atoms 1 through 5: -0.66, 0.23, -0.01, 0.51, -0.36

---

[3]
A single CH2FPS molecule at a distorted geometry. Source: the OMol25 dataset; level of theory: the ωB97M-V functional and the def2-TZVPD basis.

Values from the calculation:
Energy (a.u.): -878.6780
SMILES: C=P(F)=S
Lowest unoccupied orbital energy (eV): -0.873
Spin multiplicity: 1
Orbital gap (Ha): 0.3088

The geometry in XYZ format:
```
6
CH2FPS (the ωB97M-V functional and the def2-TZVPD basis)
C 0.501 0.650 -0.618
P -0.302 -0.311 0.503
F 0.759 -1.538 0.974
S -2.290 -0.439 1.004
H 1.494 0.337 -0.865
H -0.162 1.300 -0.997
```

Results of the natural (NBO) charge analysis, in e, for atoms 1 through 5: -0.93, 1.41, -0.55, -0.44, 0.27

---

[4]
A 2-piece molecular cluster, C3H7NO overall at a distorted geometry. Source: the OMol25 dataset; level of theory: the ωB97M-V functional and the def2-TZVPD basis.

Values from the calculation:
Energy (a.u.): -248.3612
Net charge: -1
Lowest unoccupied orbital energy (alpha / beta) (eV): 3.990 / 3.876
Spin multiplicity: 2
Orbital gap (alpha / beta) (Ha): 0.1071 / 0.2377

The geometry in XYZ format:
```
12
C3H7NO (the ωB97M-V functional and the def2-TZVPD basis)
O 2.188 0.108 0.892
C 2.558 0.804 -0.055
H 1.700 1.187 -0.703
H 3.638 1.007 -0.181
C -1.025 0.498 -0.842
C -1.272 -0.733 -0.311
N -1.680 -0.978 0.985
H -1.105 1.247 -0.209
H -0.032 0.485 -1.571
H -0.965 -1.712 -0.807
H -1.806 -0.138 1.542
H -2.199 -1.775 1.260
```

Results of the natural (NBO) charge analysis, in e, for atoms 1 through 5: -0.79, -0.24, 0.04, 0.06, -0.58

---

[5]
C5H11O2 as an isolated structure at a distorted geometry. Source: the OMol25 dataset; level of theory: the ωB97M-V functional and the def2-TZVPD basis.

Values from the calculation:
Energy (a.u.): -347.3991
Net charge: -2
Lowest unoccupied orbital energy (alpha / beta) (eV): 7.137 / 7.106
Spin multiplicity: 2
Orbital gap (alpha / beta) (Ha): 0.1163 / 0.2596

The geometry in XYZ format:
```
18
C5H11O2 (the ωB97M-V functional and the def2-TZVPD basis)
C 0.854 -1.022 -0.418
O 1.115 -2.011 0.522
C -0.667 -0.761 -0.640
C -0.926 0.627 -1.288
C -1.358 1.719 -0.342
C -1.927 2.913 -0.790
H 1.304 -0.070 -0.103
H 1.253 -1.324 -1.406
H -1.148 -0.751 0.334
H -1.002 -1.541 -1.328
H -0.034 1.005 -1.833
H -1.625 0.488 -2.140
H -1.190 1.587 0.727
H -2.461 2.980 -1.745
H -2.025 3.760 -0.114
H 1.897 -0.416 2.886
H 1.647 -1.604 1.498
O 2.332 -1.128 2.464
```

Results of the natural (NBO) charge analysis, in e, for atoms 1 through 5: -0.03, -0.88, -0.42, -0.43, -0.42

---

[6]
A 5-piece molecular cluster, C42H47F12NO2 overall at a distorted geometry. Source: the OMol25 dataset; level of theory: the ωB97M-V functional and the def2-TZVPD basis.

Values from the calculation:
Energy (a.u.): -3031.7747
SMILES: CCOCCCCC[C@@H]1CC(=O)N[C@@]1(CCC(F)(F)C(F)(F)C(F)(F)C(F)(F)F)C(F)(F)F.c1ccccc1.c1ccccc1.c1ccccc1.c1ccccc1
Lowest unoccupied orbital energy (eV): -0.675
Spin multiplicity: 1
Orbital gap (Ha): 0.3078

The geometry in XYZ format:
```
104
C42H47F12NO2 (the ωB97M-V functional and the def2-TZVPD basis)
C 0.279 -3.507 -1.956
C 1.330 -2.285 -1.522
O 2.110 -1.813 -2.677
C 2.980 -0.663 -2.315
C 2.862 0.544 -3.457
C 2.740 2.056 -2.766
C 1.602 2.930 -3.554
C 0.525 3.709 -2.597
C -0.054 2.842 -1.337
C -0.357 1.239 -1.491
C -0.692 0.932 0.118
O -0.253 -0.045 0.914
N -1.601 2.134 0.417
C -1.376 3.346 -0.510
C -2.578 3.745 -1.556
C -4.090 3.691 -0.925
C -5.272 3.743 -2.106
F -5.980 5.068 -1.948
F -4.682 3.791 -3.490
C -6.422 2.585 -1.926
F -7.618 3.018 -2.730
F -6.857 2.616 -0.506
C -6.007 1.102 -2.488
F -4.551 0.941 -2.784
F -6.720 0.915 -3.803
C -6.430 -0.153 -1.521
F -6.332 -1.416 -2.345
F -5.416 -0.336 -0.416
F -7.825 -0.113 -1.016
C -1.134 4.535 0.640
F -2.043 5.695 0.481
F 0.250 5.061 0.657
F -1.410 3.948 1.992
H -0.110 -3.377 -3.074
H -0.682 -3.479 -1.271
H 0.756 -4.572 -1.821
H 1.983 -2.690 -0.624
H 0.651 -1.419 -1.116
H 2.740 -0.282 -1.221
H 4.089 -1.045 -2.371
H 1.829 0.346 -4.009
H 3.741 0.516 -4.232
H 2.553 1.900 -1.622
H 3.796 2.569 -2.871
H 1.008 2.332 -4.384
H 2.191 3.780 -4.151
H 0.930 4.768 -2.225
H -0.406 3.978 -3.294
H 0.796 2.844 -0.501
H -1.460 1.175 -1.944
H 0.470 0.568 -2.008
H -2.528 1.663 0.336
H -2.434 3.056 -2.509
H -2.333 4.849 -1.935
H -4.315 2.766 -0.244
H -4.262 4.650 -0.259
C 7.238 -1.254 1.071
C 6.231 -0.311 0.866
C 6.266 0.514 -0.258
C 7.310 0.400 -1.175
C 8.322 -0.537 -0.965
C 8.286 -1.365 0.157
H 7.207 -1.901 1.943
H 5.418 -0.220 1.582
H 5.479 1.247 -0.419
H 7.337 1.041 -2.052
H 9.140 -0.622 -1.676
H 9.073 -2.096 0.319
C 1.505 -0.344 4.260
C 0.444 -1.105 3.772
C -0.089 -2.137 4.544
C 0.442 -2.409 5.805
C 1.509 -1.654 6.290
C 2.040 -0.620 5.519
H 1.916 0.464 3.661
H 0.032 -0.895 2.788
H -0.918 -2.728 4.165
H 0.026 -3.211 6.409
H 1.927 -1.870 7.270
H 2.870 -0.029 5.898
C -2.519 3.366 5.049
C -2.714 4.208 6.143
C -1.917 4.073 7.279
C -0.927 3.091 7.323
C -0.738 2.243 6.232
C -1.533 2.381 5.094
H -3.136 3.477 4.161
H -3.488 4.972 6.110
H -2.067 4.731 8.131
H -0.304 2.986 8.207
H 0.030 1.474 6.268
H -1.384 1.721 4.244
C 0.017 -9.666 -2.669
C 0.859 -8.652 -3.124
C 0.318 -7.470 -3.629
C -1.066 -7.304 -3.683
C -1.908 -8.322 -3.236
C -1.367 -9.503 -2.728
H 0.439 -10.584 -2.270
H 1.937 -8.782 -3.085
H 0.974 -6.678 -3.981
H -1.488 -6.382 -4.074
H -2.987 -8.196 -3.284
H -2.023 -10.295 -2.378
```

Results of the Löwdin charge analysis, in e, for atoms 1 through 5: -0.10, -0.25, -0.23, -0.20, -0.16

---

Q: Which formula does entry 5 have?
A: C5H11O2

---

Q: Among the records above, which one has the highest energy?
A: C3H7NO

---

Q: spin multiplicity of number 3 (CH2FPS)?
A: 1